The following is a quantum chemistry calculation of a 5-piece molecular cluster, C37H40F4NO2 overall, from the Open Molecules 2025 dataset.

Structure (XYZ):
```
84
Properties=species:S:1:pos:R:3:forces:R:3
O 0.15891 -2.10200 0.45800 -0.260 -0.108 -0.097
C 1.45642 -1.49916 0.52611 0.275 -0.284 0.066
C 1.74275 -0.93004 1.92555 -0.233 0.230 0.085
C 1.21029 0.46210 2.24411 -0.192 -0.069 -0.181
C 1.66455 1.49319 1.20021 -0.145 -0.247 0.401
C 1.45151 2.93367 1.67814 -0.305 -0.014 -0.149
C 0.02304 3.44673 1.45363 0.124 -0.039 0.214
N -0.47723 3.27253 0.09298 0.037 0.026 -0.076
C -1.91550 3.17664 -0.04409 0.133 -0.104 -0.062
C -2.40066 1.83489 0.44986 -0.120 -0.046 0.121
C -2.28890 0.72303 -0.38001 -0.005 -0.327 0.255
C -2.65641 -0.54537 0.04883 -0.073 0.097 0.071
C -3.13487 -0.71839 1.34565 0.082 0.168 -0.076
C -3.25168 0.37186 2.19157 0.014 0.071 -0.147
C -2.90017 1.64289 1.73935 -0.043 -0.218 -0.038
O -3.05875 2.67049 2.63403 -0.236 0.054 -0.186
H -0.38252 -1.64671 1.11710 0.046 0.188 -0.054
H 2.17306 -2.29176 0.27186 -0.068 -0.046 -0.019
H 1.53001 -0.72872 -0.24955 0.074 0.093 0.044
H 2.82398 -0.99995 2.11457 0.053 0.075 -0.130
H 1.26998 -1.64152 2.61926 0.178 -0.112 0.050
H 0.09871 0.40542 2.21487 -0.015 0.035 0.077
H 2.73351 1.34376 0.99714 0.028 0.013 0.016
H 1.13739 1.37387 0.24121 0.202 0.157 -0.238
H 2.16237 3.64417 1.23604 0.029 -0.047 -0.078
H 1.58844 2.90534 2.76315 0.230 0.195 -0.010
H -0.62277 2.90180 2.14710 -0.006 -0.103 -0.161
H -0.03076 4.50997 1.74189 -0.064 0.005 0.134
H -0.10606 3.98331 -0.52156 0.030 0.007 -0.010
H -2.46735 4.00313 0.44612 -0.005 0.060 0.021
H -2.15118 3.25194 -1.10766 -0.076 0.022 0.014
H -1.87616 0.84931 -1.37264 0.017 0.105 0.030
H -2.55984 -1.40057 -0.60777 0.054 0.031 -0.030
H -3.40686 -1.70399 1.70384 0.006 0.007 -0.026
H -3.61207 0.25617 3.20555 -0.006 0.041 0.015
H -2.88143 3.50372 2.18362 0.113 -0.016 0.060
F 0.91616 -0.27432 -3.97153 -0.023 -0.055 -0.009
C 0.84272 -1.61780 -3.83172 -0.057 -0.013 -0.022
C 1.39235 -2.41367 -4.81830 0.021 0.003 -0.057
C 1.32198 -3.79197 -4.66816 -0.011 -0.005 0.034
C 0.70768 -4.34544 -3.55216 -0.009 0.001 -0.013
C 0.16050 -3.51861 -2.57896 0.014 -0.079 -0.043
C 0.22518 -2.14045 -2.71372 -0.045 0.203 0.077
H 1.86591 -1.95772 -5.67764 0.005 0.015 0.014
H 1.75452 -4.43365 -5.42481 0.003 0.000 -0.011
H 0.66097 -5.42045 -3.43826 0.002 -0.007 0.001
H -0.31053 -3.93470 -1.69872 0.042 0.043 0.053
H -0.17340 -1.48959 -1.94515 0.055 -0.024 0.057
F 1.31607 2.46184 8.39553 0.008 0.003 0.028
C 0.39539 2.36397 7.40293 -0.036 -0.022 -0.060
C 0.24697 1.15977 6.74817 0.011 -0.045 0.045
C -0.69669 1.06919 5.73581 0.004 0.024 -0.027
C -1.46940 2.17087 5.39341 -0.007 -0.053 0.097
C -1.28732 3.37236 6.06318 -0.026 -0.045 0.011
C -0.35052 3.47895 7.08298 0.000 0.081 0.017
H 0.87370 0.32017 7.01520 0.019 0.012 -0.017
H -0.81122 0.14003 5.19507 0.066 0.023 -0.052
H -2.19780 2.10008 4.59922 0.080 0.024 0.011
H -1.87672 4.23833 5.78870 -0.010 0.010 0.004
H -0.19377 4.40488 7.62030 0.024 -0.004 -0.002
F -3.75635 1.71796 -2.89433 -0.105 0.102 -0.112
C -4.09536 0.58009 -3.53011 0.077 -0.081 0.042
C -5.41333 0.37518 -3.88444 -0.052 0.032 0.016
C -5.74684 -0.80672 -4.53153 0.050 -0.021 -0.003
C -4.77267 -1.75685 -4.80691 -0.010 0.004 0.000
C -3.45435 -1.52369 -4.43674 -0.027 -0.023 -0.020
C -3.10526 -0.34519 -3.79525 0.041 -0.015 -0.026
H -6.15579 1.12571 -3.64957 0.014 0.007 0.007
H -6.77494 -0.98557 -4.81819 -0.010 0.002 0.007
H -5.04058 -2.67821 -5.30684 0.001 -0.003 0.002
H -2.68951 -2.26224 -4.64235 0.009 0.013 0.009
H -2.08458 -0.14108 -3.50515 0.048 0.006 0.022
F 5.95412 -3.79123 0.18809 0.011 -0.026 0.006
C 5.83962 -2.89321 -0.81237 0.004 0.067 -0.075
C 4.64175 -2.79486 -1.48956 -0.109 -0.095 0.004
C 4.53237 -1.86776 -2.51487 0.031 0.044 -0.013
C 5.61186 -1.06122 -2.84910 0.003 -0.009 -0.009
C 6.80673 -1.18284 -2.15342 -0.032 -0.011 -0.014
C 6.92922 -2.10439 -1.12301 0.052 0.010 0.022
H 3.80811 -3.42606 -1.21334 0.004 0.013 0.042
H 3.59394 -1.77303 -3.04595 0.004 -0.008 0.026
H 5.51879 -0.33477 -3.64529 -0.005 0.010 0.003
H 7.64963 -0.55402 -2.40880 0.007 0.010 0.010
H 7.84686 -2.20986 -0.56035 -0.009 -0.012 0.010
```
Forces are in eV/Å.

E_HOMO	-1.31	eV
charge	-1
orbital gap	3.75	eV



The following is a quantum chemistry calculation of C41H42BeP2 as an isolated structure at a distorted geometry, from the Open Molecules 2025 dataset.

Structure (XYZ):
```
86
Properties=species:S:1:pos:R:3:forces:R:3
Be 1.91281 -0.98453 -0.88567 -2.618 -2.787 2.571
C 3.51783 -1.61213 -1.45801 1.936 -0.783 -0.509
C 3.54422 -0.88469 -0.27843 1.800 0.471 0.610
C 3.90036 0.57438 -0.14700 0.048 0.596 0.007
C 3.05028 1.39301 -1.13273 0.760 0.476 -0.099
C 1.68856 0.75869 -1.34868 -0.263 1.064 -0.964
C 1.31064 -0.17477 -2.31122 -0.124 2.031 -1.324
C 2.19593 -0.66830 -3.42099 0.453 -0.674 -0.650
C 3.57301 -1.15004 -2.88856 0.165 0.043 -1.046
C -2.82807 1.28036 0.96442 -0.398 -0.541 -0.070
H 3.77168 -2.67433 -1.34952 -0.729 0.346 0.063
H 3.76857 -1.47593 0.61205 -0.324 0.002 -0.144
H 4.97387 0.77537 -0.32283 -0.187 -0.224 -0.019
H 3.72250 0.89675 0.89125 -0.202 -0.124 -0.364
H 2.92943 2.42105 -0.74804 -0.169 -0.367 -0.104
H 3.62553 1.51771 -2.06786 -0.416 -0.200 0.118
H 0.88310 1.36719 -0.94049 -0.024 -0.520 0.410
H 0.23729 -0.21630 -2.52927 0.270 -0.202 0.396
H 2.35670 0.08424 -4.22360 -0.213 -0.096 0.413
H 1.69180 -1.52286 -3.91755 0.245 0.412 0.355
H 3.88895 -2.01064 -3.50632 -0.124 0.328 0.299
H 4.33417 -0.38338 -3.09023 -0.092 0.015 0.342
H -2.65496 0.25012 0.63338 -0.043 0.277 0.103
H -3.84761 1.58959 0.69130 0.291 -0.048 -0.034
H -2.75285 1.32035 2.05643 0.226 0.075 -0.239
P 0.35286 -0.16618 1.45453 0.766 2.512 -0.562
P -1.68446 2.42082 0.20386 1.811 1.641 0.841
C 0.51195 1.57379 1.73961 -0.013 -2.387 0.156
C -0.05525 2.51789 0.88859 -1.084 0.808 -0.410
C 1.27623 -0.77559 2.86423 0.484 -0.545 0.973
C 2.41181 -0.11546 3.40559 -0.574 -0.541 0.074
C 3.03292 -0.63298 4.53937 -0.032 -0.127 -0.023
C 2.55240 -1.80432 5.13655 -0.292 0.108 -0.150
C 1.43001 -2.45890 4.60839 0.523 0.006 0.142
C 0.82816 -1.98449 3.45388 0.290 0.735 -0.159
C 1.17859 -2.64327 -0.70769 -0.867 1.961 0.202
C 0.50560 -3.03686 -1.85821 0.513 -1.555 -0.562
C 0.59158 -4.36992 -2.28925 -0.843 0.327 0.267
C 1.04632 -5.35516 -1.40747 0.396 0.145 -0.209
C 1.54458 -4.96975 -0.16428 -0.547 0.379 0.581
C 1.55352 -3.61458 0.21043 0.490 -0.863 -0.529
C -2.39281 4.08014 0.60392 -0.606 0.387 -0.158
C -2.34833 4.51280 1.94659 -0.025 -0.005 -0.248
C -2.88502 5.74774 2.32008 0.079 -0.203 -0.118
C -3.48028 6.58121 1.37159 0.139 -0.518 -0.229
C -3.57657 6.13891 0.05074 0.064 -0.040 0.020
C -3.04792 4.89815 -0.33692 0.060 0.026 0.312
C -1.75074 2.26218 -1.59201 -0.774 -0.086 -0.565
C -2.58090 1.29760 -2.18828 0.277 0.295 0.021
C -2.63075 1.18635 -3.57571 0.056 0.062 -0.241
C -1.88974 2.05267 -4.38564 0.012 -0.123 0.324
C -1.09225 3.03849 -3.79573 -0.072 -0.077 0.078
C -1.02975 3.15194 -2.40778 -0.086 -0.279 0.050
H 1.06166 1.87119 2.64432 0.082 0.274 -0.670
H 0.43772 3.49586 0.76863 -0.654 -0.225 0.230
H 2.78687 0.81044 2.95735 -0.154 -0.443 0.128
H 3.89379 -0.10823 4.96515 -0.250 -0.269 -0.139
H 3.04935 -2.20537 6.01444 -0.094 0.074 -0.050
H 1.02771 -3.34445 5.09933 0.205 0.114 -0.120
H -0.00979 -2.51948 2.99952 0.239 0.184 0.236
H -0.12497 -2.33950 -2.41775 0.700 0.005 -0.242
H 0.24183 -4.61422 -3.29316 -0.182 -0.227 0.285
H 0.97396 -6.40953 -1.67138 0.299 0.223 -0.075
H 1.90661 -5.70635 0.54725 -0.195 -0.103 -0.075
H 1.87549 -3.32180 1.21104 0.335 -0.114 -0.260
H -1.89162 3.87465 2.70818 -0.031 0.212 -0.299
H -2.83742 6.05818 3.36237 0.023 -0.073 -0.212
H -3.87447 7.55126 1.66381 0.037 -0.183 -0.080
H -4.07405 6.77031 -0.68731 0.174 -0.215 0.148
H -3.15825 4.57611 -1.37665 0.112 0.092 0.372
H -3.20506 0.65188 -1.57159 0.249 0.036 -0.172
H -3.25792 0.41826 -4.02944 0.145 0.226 0.104
H -1.93474 1.95894 -5.47231 0.018 0.032 0.343
H -0.51676 3.72090 -4.42228 -0.174 -0.160 0.189
H -0.43545 3.94471 -1.95290 -0.015 -0.237 -0.083
C -3.37138 -3.92618 1.69904 0.186 -0.112 0.068
C -2.96129 -2.74496 2.32072 0.273 0.411 -0.574
C -2.06782 -1.86151 1.65145 -1.223 -0.659 1.463
C -1.68324 -2.21446 0.39061 -0.154 0.508 -0.050
C -2.07767 -3.32664 -0.28355 -0.724 -1.622 0.279
C -2.87322 -4.26693 0.43613 0.109 0.923 -0.340
H -4.09158 -4.58154 2.19975 0.429 0.129 -0.120
H -3.32557 -2.47578 3.31593 0.087 -0.129 -0.310
H -1.74056 -0.95119 2.17995 -0.261 -0.742 -0.450
H -1.79749 -3.55677 -1.31112 0.080 0.094 0.432
H -3.11021 -5.23193 -0.01634 -0.085 0.361 0.045
```
Forces are in eV/Å.

energy above the lowest of the compared OMol25 structures with the same formula, charge and spin	24.52	kcal per mole
E_HOMO (spin up / spin down)	-6.17 / -5.29	eV
orbital gap (spin up / spin down)	6.14 / 5.49	eV